Below is C2H3FOSr as an isolated structure at a distorted geometry, with properties calculated with ωB97M-V/def2-TZVPD.

The calculation puts the LUMO energy at -0.0511 hartree. The calculation puts the total energy at -283.80435 hartree. The value obtained for the gap between HOMO and LUMO is 5.512 eV. The calculation puts the HOMO energy at -6.9 eV.

CARTESIAN COORDINATES (ANGSTROEM)
Sr1 -1.30633 2.04615 -1.19441
F1 -2.06178 1.92957 0.85830
O1 -0.48207 -0.05388 -1.16900
C1 0.88354 -0.46557 0.68385
C2 0.52345 -0.69719 -0.59449
H1 -0.04163 -0.21391 1.37325
H2 0.63885 -1.71550 -1.00037
H3 1.84598 -0.82968 1.04287